(1)
C2H3N2O3 | ωB97M-V with the def2-TZVPD basis set

## Properties
* frontier orbital gap (alpha / beta): 9.794 / 5.832 eV
* energy relative to the best compared isomer or geometry (same formula, charge and spin): 42.96 kcal per mole
* multiplicity: 1
* net charge: +1
* E: -412.8168 a.u.
* max |F|: 3.7 eV/A

Each atom is followed by the atoms it is bonded to, with distances in Å.
Element x y z (Å)
1 C 0.190 0.683 0.418  N3 1.292, H8 1.185
2 C 4.030 -1.063 -0.098  O5 1.139, O6 1.153
3 N -0.011 -0.361 -0.316  C1 1.292, H9 1.030, H10 1.010
4 N 2.694 2.133 -0.198  O7 1.129
5 O 4.026 -2.202 -0.131  C2 1.139
6 O 3.902 0.082 -0.070  C2 1.153
7 O 3.301 2.829 0.451  N4 1.129
8 H -0.366 0.940 1.432  C1 1.185
9 H -0.741 -1.088 -0.346  N3 1.030
10 H 0.562 -0.611 -1.109  N3 1.010



(2)
C2H3N3S | ωB97M-V with the def2-TZVPD basis set

## Properties
* frontier orbital gap: 7.932 eV
* energy relative to the best compared isomer or geometry (same formula, charge and spin): 115.70 kcal per mole
* multiplicity: 1
* net charge: 0
* E: -640.2753 a.u.
* max |F|: 3.8 eV/A

Each atom is followed by the atoms it is bonded to, with distances in Å.
Element x y z (Å)
1 C -0.141 -0.858 0.151  C2 1.472, N4 1.265, S6 1.821
2 C -1.560 -0.586 -0.131  C1 1.472, N3 1.247, S6 1.790
3 N -2.562 0.135 0.048  C2 1.247, H8 0.997
4 N 1.086 -0.552 0.193  C1 1.265, N5 1.129
5 N 2.186 -0.469 0.435  N4 1.129
6 S -0.959 -2.069 -0.935  C1 1.821, C2 1.790
7 H 3.027 2.464 0.543  no bonds
8 H -3.361 -0.169 -0.466  N3 0.997
9 H 2.283 2.103 0.163  no bonds



(3)
H13NO5 | ωB97M-V with the def2-TZVPD basis set

## Properties
* frontier orbital gap: 10.837 eV
* energy relative to the best compared isomer or geometry (same formula, charge and spin): 29.50 kcal per mole
* multiplicity: 1
* net charge: 0
* E: -438.7353 a.u.
* structure (SMILES): N.O.O.O.O.O
* max |F|: 0.7 eV/A

Each atom is followed by the atoms it is bonded to, with distances in Å.
Element x y z (Å)
1 N -1.575 0.379 -1.983  H2 1.007, H3 1.007, H4 1.010
2 H -2.331 0.838 -1.503  N1 1.007
3 H -1.889 -0.446 -2.469  N1 1.007
4 H -1.087 0.971 -2.640  N1 1.010
5 H 1.961 -5.636 -2.147  O7 0.963
6 H 0.581 -5.799 -1.566  O7 0.963
7 O 1.474 -6.154 -1.498  H5 0.963, H6 0.963
8 H 0.851 2.610 -3.648  O10 0.959
9 H 1.143 1.991 -5.039  O10 0.958
10 O 0.515 2.008 -4.315  H8 0.959, H9 0.958
11 H -0.404 0.758 -0.356  O13 0.970
12 H 1.026 1.336 -0.270  O13 0.960
13 O 0.278 1.060 0.265  H11 0.970, H12 0.960
14 H 0.103 1.991 4.063  O16 0.962
15 H 1.514 2.159 4.619  O16 0.964
16 O 0.977 1.588 4.058  H14 0.962, H15 0.964
17 H -1.476 0.534 2.838  O19 0.967
18 H -1.342 0.286 4.292  O19 0.969
19 O -1.750 0.919 3.682  H17 0.967, H18 0.969



(4)
C4H10S | ωB97M-V with the def2-TZVPD basis set

## Properties
* frontier orbital gap: 9.767 eV
* energy relative to the best compared isomer or geometry (same formula, charge and spin): 17.26 kcal per mole
* multiplicity: 1
* net charge: 0
* E: -556.5545 a.u.
* structure (SMILES): CC(C)(C)S
* max |F|: 4.1 eV/A

Each atom is followed by the atoms it is bonded to, with distances in Å.
Element x y z (Å)
1 C 0.727 -0.165 1.463  C2 1.485, H5 1.060, H6 1.105, H7 1.077
2 C 0.376 -0.054 0.025  C1 1.485, C3 1.618, C4 1.542, S15 1.859
3 C 0.934 1.377 -0.489  C2 1.618, H8 1.114, H9 1.154, H10 1.074
4 C 0.746 -1.201 -0.937  C2 1.542, H11 1.086, H12 1.029, H13 1.118
5 H 1.680 0.198 1.755  C1 1.060
6 H 0.134 0.439 2.173  C1 1.105
7 H 0.644 -1.209 1.715  C1 1.077
8 H 1.993 1.302 -0.826  C3 1.114
9 H 0.910 2.238 0.278  C3 1.154
10 H 0.312 1.639 -1.325  C3 1.074
11 H 0.651 -0.986 -1.997  C4 1.086
12 H 0.253 -2.070 -0.689  C4 1.029
13 H 1.837 -1.357 -0.747  C4 1.118
14 H -1.423 1.152 0.177  S15 1.243
15 S -1.481 -0.068 -0.056  C2 1.859, H14 1.243



(5)
C2H9NO2 | ωB97M-V with the def2-TZVPD basis set

## Properties
* frontier orbital gap: 9.894 eV
* energy relative to the best compared isomer or geometry (same formula, charge and spin): 15.91 kcal per mole
* multiplicity: 1
* net charge: 0
* E: -286.7930 a.u.
* structure (SMILES): NCO.CO
* max |F|: 1.0 eV/A

Each atom is followed by the atoms it is bonded to, with distances in Å.
Element x y z (Å)
1 C -2.257 -1.562 0.459  O2 1.411, H3 1.081, H4 1.091, H5 1.095
2 O -1.105 -1.394 1.257  C1 1.411, H6 0.963
3 H -2.512 -2.595 0.264  C1 1.081
4 H -3.105 -1.154 1.011  C1 1.091
5 H -2.144 -1.046 -0.500  C1 1.095
6 H -0.417 -1.988 0.937  O2 0.963
7 N 1.322 1.209 -1.761  C8 1.423, H10 1.010, H11 0.997
8 C 1.155 1.563 -0.393  N7 1.423, O9 1.444, H12 1.099, H13 1.084
9 O 1.070 0.379 0.429  C8 1.444, H14 0.964
10 H 1.896 0.429 -2.046  N7 1.010
11 H 0.792 1.619 -2.500  N7 0.997
12 H 1.996 2.125 0.038  C8 1.099
13 H 0.229 2.122 -0.334  C8 1.084
14 H 0.177 0.354 0.790  O9 0.964



(6)
O2 | ωB97M-V with the def2-TZVPD basis set

## Properties
* frontier orbital gap: 7.583 eV
* energy relative to the best compared isomer or geometry (same formula, charge and spin): 72.93 kcal per mole
* multiplicity: 1
* net charge: 0
* E: -150.1804 a.u.
* structure (SMILES): O=O
* max |F|: 10.3 eV/A

Each atom is followed by the atoms it is bonded to, with distances in Å.
Element x y z (Å)
1 O -0.080 0.431 0.670  O2 1.602
2 O 0.080 -0.431 -0.670  O1 1.602



The lowest max |F| belongs to which entry? H13NO5